62
Properties=species:S:1:pos:R:3:lowdin_charge:R:1 method="wB97M-V/def2-TZVPD" total_energy_ha=-2455.6837 gap_ha=0.1484 homo_ev=-7.8586
N 4.10 -2.27 0.26 0.199
C 3.05 -1.46 0.64 -0.166
N 2.89 -1.34 2.14 -0.024
C 1.73 -2.20 2.44 -0.163
C 1.19 -2.22 3.94 -0.193
O -0.02 -3.05 4.02 -0.086
C 2.71 0.12 2.31 -0.172
B 3.07 0.73 3.78 -0.450
O 3.28 -0.04 4.98 0.096
O 3.24 2.16 3.91 0.118
C 1.31 0.61 1.69 -0.084
C 1.23 0.17 0.16 -0.227
C 1.12 1.56 -0.69 -0.113
C -0.35 1.80 -1.30 -0.196
C -1.54 1.72 -0.21 -0.145
C -2.39 0.38 -0.55 -0.157
N -3.79 0.42 -0.02 -0.182
C -4.60 -0.67 -0.51 -0.082
C -6.02 -0.46 0.12 -0.073
C -5.90 0.83 1.03 -0.083
C -4.46 1.34 0.87 -0.072
N 2.27 -0.76 -0.34 0.129
C 1.85 -1.61 -1.48 -0.292
F 0.84 -1.07 -2.29 0.123
F 2.99 -1.79 -2.35 0.064
C 1.38 -3.11 -1.08 -0.122
F 2.42 -4.09 -1.27 0.019
F 0.37 -3.47 -2.04 0.029
H 4.03 -3.28 0.40 0.141
H 4.93 -1.82 -0.17 0.161
H 0.81 -2.07 1.75 0.119
H 2.07 -3.29 2.23 0.153
H 1.96 -2.53 4.73 0.145
H 0.81 -1.15 4.19 0.125
H -0.71 -2.52 3.55 0.104
H 3.51 0.60 1.61 0.175
H 2.59 0.20 5.63 0.120
H 3.22 2.58 3.01 0.109
H 0.39 0.19 2.25 0.132
H 1.26 1.75 1.87 0.133
H 0.21 -0.35 0.03 0.139
H 1.56 2.46 -0.14 0.117
H 1.81 1.39 -1.61 0.128
H -0.37 2.88 -1.71 0.124
H -0.50 1.13 -2.20 0.087
H -1.15 1.69 0.87 0.105
H -2.25 2.62 -0.34 0.123
H -1.91 -0.56 -0.05 0.111
H -2.38 0.15 -1.68 0.135
H -4.34 -1.54 -1.21 0.115
H -6.94 -1.11 -0.04 0.073
H -6.71 1.32 1.68 0.077
H -3.90 2.24 1.29 0.101
H 0.88 -3.20 -0.06 0.162
C -1.29 2.07 -6.26 -0.621
F -1.04 2.89 -7.31 0.100
F -2.41 1.38 -6.58 0.097
F -0.28 1.16 -6.26 0.087
S -1.43 2.99 -4.65 0.472
O -2.55 3.91 -4.84 -0.326
O -0.15 3.66 -4.47 -0.345
O -1.69 1.96 -3.65 -0.371

---

100
Properties=species:S:1:pos:R:3:lowdin_charge:R:1 method="wB97M-V/def2-TZVPD" e_above_lowest_kcal_mol=0.0 total_energy_ha=-6419.9044 charge=+1 gap_ha=0.2903 homo_ev=-11.0365
C -2.75 0.04 -4.26 0.041
C -1.73 0.20 -3.43 -0.141
C -1.23 -0.99 -2.63 -0.089
C -0.20 -0.61 -1.56 -0.344
O -0.71 0.51 -0.92 0.037
C 1.06 -0.10 -2.27 -0.283
O 1.50 -0.95 -3.30 0.002
C 1.97 -0.27 -4.43 -0.377
O 3.13 0.03 -4.50 0.200
C 0.97 0.04 -5.48 -0.158
C 0.40 -0.98 -6.23 -0.019
C -0.53 -0.66 -7.20 -0.060
C -0.87 0.67 -7.41 -0.077
C -0.31 1.68 -6.65 -0.064
C 0.62 1.37 -5.67 -0.025
O 2.07 0.29 -1.39 -0.015
C 2.08 -0.12 -0.05 -0.497
N 3.47 -0.16 0.30 0.024
C 4.38 0.54 -0.29 -0.321
C 4.50 2.03 -0.28 -0.001
C 5.50 -0.20 -0.96 -0.017
P 1.48 1.33 1.01 0.488
O 1.38 2.48 0.08 -0.235
O 2.51 1.70 2.15 -0.187
O 0.10 1.08 1.71 -0.153
C 1.48 -1.58 0.12 -0.338
Br 2.93 -2.56 -1.06 1.006
C 1.79 -2.40 1.37 -0.227
C 1.19 -2.37 2.77 -0.808
O 0.57 -3.31 3.17 0.007
I 1.65 -0.85 4.20 1.057
N 0.05 -1.75 -0.53 -0.001
C 0.12 -3.09 -1.29 -0.165
C -1.16 -3.90 -1.60 -0.193
C -1.55 -4.96 -0.55 -0.209
S -2.87 -5.97 -1.22 0.593
O -2.77 -5.99 -2.64 -0.260
O -2.87 -7.23 -0.55 -0.251
O -4.18 -5.14 -0.87 -0.131
C -1.15 -1.97 0.43 -0.015
C -1.85 -0.99 1.35 -0.206
C -1.77 -1.06 2.74 -0.064
C -2.47 -0.20 3.56 -0.030
C -3.31 0.77 3.04 -0.261
C -4.03 1.73 3.94 -0.034
C -3.46 0.81 1.65 -0.015
C -2.76 -0.06 0.85 -0.043
H -2.90 0.75 -5.05 0.063
H -3.44 -0.79 -4.15 0.075
H -1.28 1.18 -3.29 0.110
H -0.85 -1.73 -3.33 0.127
H -2.13 -1.39 -2.17 0.113
H -0.11 1.28 -0.91 0.102
H 0.77 0.83 -2.77 0.170
H 0.66 -2.02 -6.06 0.126
H -1.00 -1.43 -7.80 0.112
H -1.58 0.92 -8.18 0.112
H -0.57 2.71 -6.81 0.113
H 1.08 2.12 -5.05 0.127
H 4.17 2.47 0.66 0.077
H 3.95 2.48 -1.11 0.109
H 5.54 2.31 -0.42 0.086
H 5.90 -0.92 -0.25 0.100
H 6.28 0.47 -1.31 0.082
H 5.04 -0.72 -1.80 0.068
H 3.00 0.93 2.48 0.016
H -0.36 1.92 1.90 0.083
H 2.86 -2.24 1.56 0.099
H 1.76 -3.45 1.10 0.094
H 0.68 -3.80 -0.69 0.085
H 0.59 -2.92 -2.25 0.088
H -2.05 -3.34 -1.87 0.099
H -0.93 -4.50 -2.49 0.127
H -0.74 -5.66 -0.37 0.122
H -1.94 -4.53 0.37 0.092
H -4.05 -4.62 -0.07 0.092
H -1.96 -2.15 -0.26 0.111
H -0.92 -2.88 0.98 0.119
H -1.19 -1.82 3.23 0.070
H -2.37 -0.29 4.63 0.121
H -4.05 2.71 3.47 0.084
H -3.43 1.86 4.85 0.075
H -5.03 1.40 4.20 0.089
H -4.13 1.53 1.21 0.122
H -2.92 -0.01 -0.22 0.112
C -0.34 5.43 5.98 -0.213
C 0.50 4.47 6.83 -0.205
C 0.70 3.19 6.00 -0.215
S 0.63 3.69 4.28 0.679
O -0.54 3.08 3.67 -0.332
O 1.92 3.55 3.66 -0.313
C 0.27 5.42 4.58 -0.219
H -0.36 6.44 6.40 0.120
H -1.38 5.08 5.93 0.119
H 1.47 4.93 7.04 0.120
H 0.03 4.25 7.78 0.117
H 1.66 2.72 6.19 0.102
H -0.10 2.48 6.18 0.103
H -0.39 5.80 3.81 0.111
H 1.22 5.95 4.56 0.112

---

15
Properties=species:S:1:pos:R:3:lowdin_charge:R:1 method="wB97M-V/def2-TZVPD" e_above_lowest_kcal_mol=198.1 total_energy_ha=-433.0070 gap_ha=0.3464 homo_ev=-8.5228 smiles="CN(C=O)O/C=N/N"
C 1.22 1.98 0.33 -0.096
N 1.30 0.50 0.13 -0.166
C 1.37 -0.50 -1.05 -0.240
O 0.99 -1.60 -0.84 0.047
O 0.43 0.09 1.15 -0.168
C -0.94 -0.08 0.93 -0.185
N -1.49 -0.09 -0.27 -0.071
N -2.74 -0.49 -0.42 -0.016
H 0.14 2.34 0.98 0.165
H 1.46 2.18 -0.81 0.089
H 2.22 2.31 1.13 0.140
H 1.99 -0.21 -2.02 0.160
H -1.24 -0.13 2.04 0.166
H -2.71 -1.38 0.21 0.139
H -2.71 -0.84 -1.31 0.037

---

27
Properties=species:S:1:pos:R:3:lowdin_charge:R:1 method="wB97M-V/def2-TZVPD" e_above_lowest_kcal_mol=25.6 total_energy_ha=-482.8744 gap_ha=0.3246 homo_ev=-7.8904 smiles=Cc1c[nH]c2ccccc12.CC
C 1.64 -1.26 -1.87 -0.059
C 1.29 -0.37 -0.73 -0.251
C 1.16 0.98 -0.89 -0.063
N 0.91 1.51 0.40 0.058
C 0.66 0.49 1.29 -0.217
C -0.01 0.52 2.53 -0.019
C -0.11 -0.70 3.13 -0.103
C 0.29 -1.94 2.53 -0.103
C 0.77 -1.98 1.25 -0.021
C 0.94 -0.72 0.61 -0.144
H 0.79 -1.96 -2.07 0.085
H 2.40 -2.02 -1.63 0.076
H 1.90 -0.92 -2.86 0.071
H 1.35 1.74 -1.63 0.124
H 1.00 2.48 0.64 0.144
H -0.39 1.42 2.99 0.104
H -0.70 -0.93 4.01 0.097
H 0.09 -2.86 3.06 0.094
H 1.04 -2.92 0.80 0.109
C -1.66 1.87 -1.56 -0.175
C -2.03 0.41 -1.30 -0.137
H -1.58 2.08 -2.64 0.070
H -2.40 2.61 -1.22 0.064
H -0.80 2.33 -1.11 0.016
H -3.14 0.42 -1.13 0.077
H -1.53 -0.03 -0.46 0.044
H -1.88 -0.25 -2.15 0.059

---

56
Properties=species:S:1:pos:R:3:lowdin_charge:R:1 method="wB97M-V/def2-TZVPD" e_above_lowest_kcal_mol=22.8 total_energy_ha=-1381.5510 gap_ha=0.3244 homo_ev=-9.5339 smiles="CCOCCOCc1c(CCCCOC=O)ccc2c1C(=O)c1ccccc1C2=O"
C 5.32 -1.71 0.59 -0.057
C 5.53 -1.97 -0.91 -0.256
O 4.69 -1.20 -1.76 -0.139
C 3.42 -1.75 -2.01 -0.187
C 2.35 -1.01 -1.22 -0.181
O 1.09 -1.33 -1.77 -0.119
C 0.04 -0.42 -1.46 -0.137
C 0.03 0.06 -0.03 -0.074
C -0.25 -0.86 1.00 -0.155
C -0.53 -2.32 0.73 -0.126
C -2.00 -2.65 1.05 -0.186
C -2.96 -2.15 -0.03 -0.174
C -4.28 -2.84 0.15 -0.196
O -5.28 -2.20 -0.69 -0.005
C -6.45 -2.82 -0.71 -0.386
O -7.43 -2.33 -1.16 0.103
C -0.27 -0.41 2.32 -0.008
C -0.05 0.92 2.65 0.017
C 0.19 1.82 1.63 -0.078
C 0.25 1.40 0.29 -0.016
C 0.55 2.46 -0.72 -0.284
O 1.27 2.29 -1.67 0.138
C -0.10 3.77 -0.44 -0.085
C -0.60 4.57 -1.46 0.007
C -1.22 5.77 -1.12 -0.057
C -1.32 6.17 0.21 -0.057
C -0.79 5.38 1.23 0.006
C -0.18 4.17 0.90 -0.088
C 0.38 3.27 1.93 -0.308
O 0.92 3.67 2.92 0.142
H 4.42 -1.14 0.78 0.062
H 5.25 -2.66 1.11 0.069
H 6.18 -1.19 0.99 0.067
H 5.41 -3.03 -1.15 0.108
H 6.54 -1.70 -1.18 0.112
H 3.16 -1.65 -3.06 0.128
H 3.38 -2.82 -1.78 0.125
H 2.57 0.06 -1.31 0.128
H 2.41 -1.31 -0.17 0.118
H 0.09 0.41 -2.16 0.119
H -0.89 -0.93 -1.66 0.116
H 0.13 -2.90 1.38 0.124
H -0.35 -2.56 -0.31 0.103
H -2.25 -2.22 2.02 0.110
H -2.14 -3.73 1.14 0.117
H -2.55 -2.40 -1.00 0.118
H -3.10 -1.07 0.04 0.129
H -4.60 -2.78 1.19 0.133
H -4.20 -3.89 -0.12 0.127
H -6.46 -3.85 -0.33 0.144
H -0.45 -1.10 3.13 0.120
H -0.06 1.26 3.67 0.123
H -0.52 4.27 -2.49 0.120
H -1.64 6.42 -1.88 0.104
H -1.81 7.10 0.45 0.104
H -0.83 5.66 2.27 0.120

---

11
Properties=species:S:1:pos:R:3:lowdin_charge:R:1 method="wB97M-V/def2-TZVPD" e_above_lowest_kcal_mol=63.4 total_energy_ha=-338.8063 charge=+1 gap_ha=0.3575 homo_ev=-13.7671
C 1.05 0.05 -0.16 -0.569
C -0.84 -0.11 -0.79 0.011
N 2.31 0.27 0.15 0.266
N -1.99 -0.16 0.07 0.185
O 0.57 -1.13 -0.06 0.122
O 0.14 0.91 -0.50 0.113
H 2.87 -0.41 0.61 0.142
H 3.03 0.94 0.00 0.144
H -2.69 -0.95 -0.20 0.236
H -2.62 0.62 -0.18 0.185
H -1.83 -0.02 1.06 0.165